ORCA calculation (ωB97M-V/def2-TZVPD) on a structure of composition C45H60Cl5GeN4P3Pd.

Output
2S+1: 2
HOMO level (spin up / spin down) in eV: -15.30 / -15.31
Charge: +3
Energy relative to the best compared isomer or geometry (same formula, charge and spin) in kJ/mol: 46.0
Maximum force in eV/A: 0.92
Frontier orbital gap (spin up / spin down) in hartree: 0.2113 / 0.1800

Each line ends with the Löwdin charge.
Element x y z (Å)
Pd (-0.438, -0.846, -1.055)  0.38
C (0.836, -5.158, -0.894)  -0.14
C (1.375, -4.222, 0.186)  -0.48
C (2.810, -4.624, 0.567)  -0.07
P (1.344, -2.353, -0.016)  1.05
C (1.697, -1.958, 1.734)  -0.39
N (1.264, -0.665, 2.142)  -0.16
Ge (0.375, 0.412, 0.959)  0.89
N (-1.508, 0.991, 1.496)  -0.04
C (-2.746, 0.490, 0.896)  -0.36
P (-2.662, -1.127, 0.056)  1.07
C (-2.739, -2.433, 1.372)  -0.52
C (-1.470, -2.566, 2.191)  -0.11
C (-3.933, -2.281, 2.321)  -0.08
C (-4.388, -1.366, -0.657)  -0.47
C (-4.549, -1.402, -2.173)  -0.09
C (-5.420, -0.385, -0.078)  -0.09
C (-1.619, 2.164, 2.133)  -0.20
C (-2.817, 2.945, 2.208)  0.04
C (-2.768, 4.195, 2.752)  0.00
C (-1.550, 4.725, 3.234)  0.04
C (-0.376, 3.970, 3.216)  0.04
C (-0.424, 2.695, 2.721)  -0.15
N (0.624, 1.741, 2.736)  -0.05
C (0.537, 0.797, 3.857)  -0.17
C (0.115, 1.115, 5.130)  0.01
C (0.245, 0.156, 6.129)  -0.04
C (0.815, -1.070, 5.830)  -0.03
C (1.199, -1.393, 4.529)  0.00
C (1.021, -0.459, 3.520)  -0.22
C (1.971, 2.287, 2.579)  -0.17
C (2.690, 2.847, 3.618)  0.00
C (3.943, 3.380, 3.358)  -0.04
C (4.450, 3.327, 2.066)  -0.03
C (3.738, 2.720, 1.038)  0.00
C (2.481, 2.181, 1.294)  -0.21
N (1.714, 1.480, 0.337)  -0.17
C (2.146, 1.542, -1.036)  -0.40
P (0.740, 1.294, -2.156)  1.10
C (0.131, 3.059, -2.249)  -0.52
C (1.117, 4.011, -2.929)  -0.07
C (-0.283, 3.584, -0.875)  -0.10
C (1.558, 0.789, -3.745)  -0.49
C (2.957, 1.387, -3.975)  -0.07
C (0.649, 1.011, -4.964)  -0.07
C (2.719, -1.780, -1.114)  -0.54
C (4.037, -1.525, -0.377)  -0.07
C (2.903, -2.671, -2.351)  -0.09
H (1.081, -6.178, -0.596)  0.10
H (1.283, -4.989, -1.871)  0.06
H (-0.248, -5.116, -0.977)  0.04
H (0.734, -4.346, 1.063)  0.10
H (3.492, -4.562, -0.278)  0.08
H (2.770, -5.669, 0.876)  0.11
H (3.227, -4.059, 1.397)  0.07
H (2.774, -2.080, 1.884)  0.11
H (1.198, -2.745, 2.307)  0.08
H (-3.105, 1.192, 0.135)  0.06
H (-3.511, 0.427, 1.669)  0.09
H (-2.872, -3.350, 0.785)  0.12
H (-1.254, -1.661, 2.764)  0.08
H (-0.625, -2.786, 1.551)  0.00
H (-1.575, -3.384, 2.906)  0.11
H (-3.824, -1.406, 2.966)  0.09
H (-3.969, -3.154, 2.975)  0.10
H (-4.892, -2.231, 1.814)  0.07
H (-4.607, -2.373, -0.294)  0.10
H (-4.394, -0.421, -2.611)  0.04
H (-5.575, -1.696, -2.396)  0.11
H (-3.889, -2.126, -2.651)  0.08
H (-5.264, 0.626, -0.461)  0.08
H (-5.450, -0.351, 1.009)  0.07
H (-6.408, -0.700, -0.415)  0.11
H (-3.746, 2.567, 1.812)  0.12
H (-3.668, 4.792, 2.806)  0.13
H (-1.531, 5.724, 3.650)  0.14
H (0.545, 4.377, 3.609)  0.13
H (-0.288, 2.095, 5.356)  0.13
H (-0.071, 0.382, 7.138)  0.12
H (0.963, -1.798, 6.617)  0.12
H (1.643, -2.359, 4.330)  0.12
H (2.285, 2.859, 4.622)  0.13
H (4.520, 3.824, 4.156)  0.12
H (5.425, 3.745, 1.854)  0.12
H (4.185, 2.647, 0.056)  0.11
H (2.936, 0.825, -1.256)  0.07
H (2.557, 2.527, -1.265)  0.09
H (-0.759, 3.030, -2.861)  0.05
H (2.064, 4.105, -2.398)  0.08
H (0.657, 5.001, -2.938)  0.10
H (1.315, 3.742, -3.963)  0.07
H (0.580, 3.813, -0.247)  0.08
H (-0.925, 2.878, -0.345)  0.04
H (-0.850, 4.506, -1.012)  0.10
H (1.685, -0.291, -3.607)  0.09
H (2.950, 2.469, -4.057)  0.07
H (3.330, 0.994, -4.921)  0.10
H (3.679, 1.104, -3.210)  0.07
H (0.137, 1.975, -4.943)  0.08
H (-0.101, 0.231, -5.059)  0.06
H (1.256, 0.988, -5.869)  0.10
H (2.337, -0.833, -1.470)  0.01
H (4.434, -2.425, 0.088)  0.08
H (3.938, -0.749, 0.387)  0.08
H (4.779, -1.185, -1.102)  0.10
H (3.314, -3.647, -2.099)  0.08
H (3.613, -2.189, -3.026)  0.10
H (1.975, -2.825, -2.901)  0.05
Cl (-2.888, 1.704, -2.575)  0.79
C (-2.335, 0.305, -3.420)  -0.74
C (-1.559, -0.640, -2.783)  -0.37
C (-1.416, -1.866, -3.397)  -0.68
Cl (-0.715, -3.115, -2.390)  0.79
C (-1.881, -2.155, -4.670)  -0.71
Cl (-1.609, -3.694, -5.348)  0.79
C (-2.582, -1.157, -5.348)  -0.70
Cl (-3.173, -1.450, -6.915)  0.79
C (-2.836, 0.060, -4.704)  -0.72
Cl (-3.780, 1.244, -5.486)  0.78